(1)
# C16H38AlB3BrO14P2

A structure of composition C16H38AlB3BrO14P2 at a distorted geometry (ωB97M-V/def2-TZVPD, OMol25).

- Net charge: +1
- HOMO energy: -10.87 eV
- LUMO level: -0.1705 Ha
- Orbital gap: 6.23 eV
- Molar mass: 655.7 g mol⁻¹

Geometry as XYZ:
```
75
C16H38AlB3BrO14P2 | OMol25 | ωB97M-V/def2-TZVPD
C 0.0096 0.5777 4.8158
C 0.5194 1.6899 4.9156
B 1.3910 2.9912 4.6310
O 0.8742 4.2751 4.9179
B 1.1263 5.1532 3.8044
C 0.0148 6.2221 3.2849
C -1.3892 6.0391 4.0171
P -2.4467 4.7319 3.1536
O -1.7789 3.4049 3.4375
O -3.9477 4.8328 3.9097
C -5.0054 4.1869 3.1512
C -4.8122 2.6112 2.9486
O -2.4653 5.1757 1.5394
C -2.7820 4.0827 0.6421
C -2.0596 4.2660 -0.7790
O 2.3779 5.1513 3.0611
B 2.7127 3.7816 2.8522
C 3.0821 3.1238 1.4386
C 1.8322 2.8419 0.4907
C 0.4635 2.6045 1.2513
Br 2.2350 1.1559 -0.5016
O 2.7377 2.9456 4.0602
H -0.3558 -0.4640 4.6030
H 0.4208 7.2404 3.5629
H -0.1029 6.1496 2.1633
H -1.9828 7.0090 4.0001
H -1.2527 5.7463 5.1005
H -5.9557 4.3030 3.7696
H -5.2336 4.7295 2.1740
H -4.0415 2.1658 3.6369
H -5.8043 2.1088 3.1975
H -4.6264 2.4026 1.8545
H -2.4799 3.0608 1.0102
H -3.8948 4.0615 0.4316
H -2.3580 5.2180 -1.3016
H -2.4458 3.4000 -1.4108
H -0.9387 4.1137 -0.7068
H 3.7407 3.8813 0.8930
H 3.6929 2.1823 1.6237
H 1.7030 3.7191 -0.2034
H 0.5424 1.8384 2.0742
H 0.0608 3.6103 1.5845
H -0.2991 2.2054 0.5044
Al 4.3217 2.7454 5.3183
C -1.3915 -5.1921 -2.0213
O -1.0450 -4.1161 -2.9006
P 0.5681 -3.5669 -2.7375
O 0.2280 -2.1738 -3.2230
O 1.0618 -4.5242 -3.9603
C 0.4913 -4.3437 -5.2476
O 2.1978 -3.1746 -2.4147
C 2.4245 -2.6619 -1.1025
H -2.4215 -5.4893 -2.2215
H -0.7313 -6.0472 -2.1901
H -1.3139 -4.8618 -0.9820
H 0.1218 -3.3282 -5.3986
H -0.3287 -5.0530 -5.3814
H 1.2571 -4.5523 -5.9955
H 2.1322 -3.4059 -0.3592
H 1.8548 -1.7419 -0.9488
H 3.4860 -2.4483 -0.9885
O 5.2538 -1.9698 0.6432
H 4.7501 -1.1539 0.7567
H 5.7988 -1.8013 -0.1354
O 0.1810 -9.3900 -6.7737
C -0.4725 -9.0938 -5.7257
C 0.5485 -8.2421 -4.6811
O -0.0921 -7.9562 -3.6197
H -0.8687 -9.9246 -5.1173
H -1.3584 -8.4463 -5.8410
H 0.9338 -7.4019 -5.2770
H 1.4454 -8.8707 -4.5727
O 2.9509 -7.5209 -5.3226
H 3.7051 -7.0278 -4.9767
H 3.2326 -7.7920 -6.2060
```



(2)
# C16H38AlBCaNO5S2

A structure of composition C16H38AlBCaNO5S2 at a distorted geometry (ωB97M-V/def2-TZVPD, OMol25).

- Net charge: +1
- HOMO energy: -10.64 eV
- LUMO level: -0.1978 Ha
- Orbital gap: 5.26 eV
- Molar mass: 466.5 g mol⁻¹

Geometry as XYZ:
```
65
C16H38AlBCaNO5S2 | OMol25 | ωB97M-V/def2-TZVPD
C -3.7528 2.1109 4.1701
C -3.7615 0.7603 3.4506
S -2.2391 -0.2016 3.5878
C -1.0371 0.9088 2.8442
Al -0.0545 0.1457 1.2161
C 0.7145 -1.6500 1.4716
C 2.1191 -1.7777 2.0906
C 3.3098 -1.7834 1.1026
C 3.0635 -2.3118 -0.3152
C 2.3582 -1.3134 -1.2568
C 3.0478 -1.0416 -2.6090
C 2.1510 -1.2761 -3.8367
O 2.2734 -0.2168 -4.7762
C 1.1546 0.6334 -4.8104
C -1.1872 0.1743 -0.4499
C -2.3370 -0.8327 -0.2198
C -2.6205 -1.6624 -1.4720
S -3.5520 -3.1810 -1.2556
O -4.8114 -3.0295 -1.9170
O -2.6796 -4.2768 -1.5188
O -3.8395 -3.2639 0.3136
B 1.4132 1.7177 0.9754
O 2.6938 1.6743 1.5168
N 1.0846 3.1082 0.4191
C 1.6080 3.4175 -0.9350
C -0.3444 3.4318 0.5271
H -4.2632 2.0486 5.1296
H -2.7333 2.4539 4.3674
H -4.2570 2.8766 3.5786
H -3.9914 0.8758 2.3893
H -4.5241 0.1093 3.8797
H -0.2929 1.2058 3.6272
H -1.5509 1.8401 2.5407
H 0.6599 -2.1668 0.5122
H -0.0030 -2.1737 2.1153
H 2.2951 -0.9401 2.7777
H 2.1690 -2.6688 2.7206
H 3.7232 -0.7726 1.0056
H 4.1109 -2.3752 1.5500
H 4.0401 -2.5500 -0.7431
H 2.5006 -3.2480 -0.2758
H 2.2348 -0.3616 -0.7194
H 1.3417 -1.6587 -1.4515
H 3.9473 -1.6535 -2.6928
H 3.3565 0.0050 -2.6658
H 1.1040 -1.3795 -3.5265
H 2.4266 -2.1957 -4.3553
H 1.3725 1.4386 -5.5105
H 0.2561 0.1041 -5.1481
H 0.9439 1.0721 -3.8213
H -1.5948 1.1376 -0.7735
H -0.5571 -0.1678 -1.2788
H -3.2426 -0.2761 0.0416
H -2.1285 -1.5041 0.6154
H -3.1801 -1.0848 -2.2081
H -1.6853 -1.9889 -1.9258
H -4.5430 -2.6360 0.5486
H 3.3900 1.8610 0.8592
H 1.1884 2.7231 -1.6648
H 1.3526 4.4366 -1.2180
H 2.6938 3.3309 -0.9388
H -0.5969 3.7311 1.5584
H -0.5769 4.2790 -0.1158
H -1.0140 2.6069 0.2827
Ca 0.8535 3.4015 2.6207
```



(3)
# C16H38AsIrN6O5Si2

A structure of composition C16H38AsIrN6O5Si2 at a distorted geometry (ωB97M-V/def2-TZVPD, OMol25).

- Net charge: +1
- HOMO energy (spin up / spin down): -9.53 / -9.49 eV
- Energy above the lowest of the compared OMol25 structures with the same formula, charge and spin: 355.5 kJ/mol
- LUMO level (spin up / spin down): -0.0883 / -0.0890 Ha
- Spin multiplicity: 2
- Orbital gap (spin up / spin down): 7.13 / 7.07 eV
- Molar mass: 717.8 g mol⁻¹

Geometry as XYZ:
```
69
C16H38AsIrN6O5Si2 | OMol25 | ωB97M-V/def2-TZVPD
Ir 0.8259 0.3712 -1.4338
N 1.0526 -1.3995 -2.9767
C 2.2040 -2.2027 -2.5488
C 3.2208 -1.4011 -1.7276
O 4.2258 -1.9515 -1.2997
N 2.8849 -0.1113 -1.5533
C 3.8418 0.7333 -0.8909
C 3.3406 2.1428 -0.9097
O 4.0349 3.1047 -0.6837
O 2.0303 2.2542 -1.2133
H 0.1895 -1.9278 -2.9668
H 1.1856 -0.9843 -3.8888
H 2.7537 -2.6377 -3.3846
H 1.8626 -3.0237 -1.9182
H 4.8236 0.7018 -1.3657
H 4.0068 0.4548 0.1601
N 0.8530 -0.4344 0.9445
C -0.4792 -0.8354 1.4053
C -0.5040 -1.5169 2.7852
C 0.5496 -2.5953 3.0887
C 0.5181 -3.8630 2.2239
N -0.8146 -4.4316 2.1370
C -1.3318 -5.4149 2.8268
N -2.6345 -5.6899 2.6611
N -0.6196 -6.1474 3.6968
C -1.2103 -1.5698 0.2420
O -2.0490 -2.4592 0.5148
O -0.9671 -1.1486 -0.9129
H 1.4524 -1.2446 0.8261
H 1.2991 0.1775 1.6201
H -1.0669 0.0834 1.5008
H -1.5088 -1.9140 2.9365
H -0.3592 -0.7331 3.5319
H 0.4155 -2.8940 4.1309
H 1.5500 -2.1613 3.0133
H 1.2279 -4.5886 2.6217
H 0.8316 -3.6353 1.2028
H -1.4578 -3.8349 1.5476
H -3.1759 -5.1329 2.0207
H -3.0764 -6.4679 3.1134
H 0.3754 -6.0351 3.7578
H -1.0246 -6.9499 4.1432
C -2.1439 2.3770 0.7128
Si -2.7691 2.0286 -1.0545
C -3.9696 0.5729 -0.9715
C -3.5528 3.6255 -1.6919
As -1.0167 1.4667 -2.5464
Si 1.4172 3.8858 -1.3354
C 2.3128 4.8659 -2.6530
C -0.3319 3.5768 -1.9501
C 1.3317 4.6319 0.3836
H -2.8132 1.9224 1.4461
H -2.1217 3.4507 0.9042
H -1.1365 1.9875 0.8824
H -4.9309 0.8943 -0.5677
H -3.5679 -0.2077 -0.3236
H -4.1456 0.1253 -1.9512
H -4.4976 3.8258 -1.1827
H -3.7486 3.5911 -2.7650
H -2.8853 4.4680 -1.5010
H 1.7512 5.7788 -2.8658
H 2.3982 4.2998 -3.5825
H 3.3136 5.1540 -2.3377
H -0.3390 3.1568 -2.9626
H -0.8644 4.5300 -1.9832
H -0.8866 2.9062 -1.2902
H 2.2966 4.6035 0.8868
H 0.5955 4.1169 1.0043
H 1.0281 5.6794 0.3169
```



(4)
# C16H38BrNO10P2

A cluster of 3 separate species, C16H38BrNO10P2 in total at a distorted geometry (ωB97M-V/def2-TZVPD, OMol25).

- Net charge: 0
- HOMO energy: -9.53 eV
- Energy above the lowest of the compared OMol25 structures with the same formula, charge and spin: 0.0 kJ/mol
- LUMO level: 0.0148 Ha
- Orbital gap: 9.94 eV
- Molar mass: 546.3 g mol⁻¹
- SMILES string: CC(C)[C@@H](C)CO[PH](Br)(CN)CP(=O)(O)O.CCOC(=O)OC.CCOC(=O)OC

Geometry as XYZ:
```
68
C16H38BrNO10P2 | OMol25 | ωB97M-V/def2-TZVPD
C -1.6173 -1.2241 3.5582
C -2.4730 0.0372 3.3022
C -3.9349 -0.3292 3.5773
C -2.2464 0.4695 1.8463
C -3.2908 1.4632 1.2897
C -0.8170 0.9898 1.6468
O -0.1625 0.3054 0.5801
P 0.4055 1.2241 -0.7247
Br 0.9342 2.5926 -2.6039
C 1.8261 1.8985 0.2510
N 3.0567 2.1668 -0.4902
C 0.5527 -0.3033 -1.7149
P -0.8112 -1.4877 -1.5607
O -0.5941 -2.5710 -0.6020
O -0.9085 -2.0020 -3.0746
O -2.1993 -0.7170 -1.3574
H -1.4138 -1.3486 4.6200
H -0.6976 -1.2344 2.9792
H -2.1990 -2.0941 3.2486
H -2.1439 0.8127 3.9989
H -4.3148 -0.8790 2.7131
H -4.0032 -0.9901 4.4376
H -4.5718 0.5406 3.7149
H -2.3163 -0.4364 1.2423
H -4.1570 1.5783 1.9330
H -3.6631 1.1253 0.3213
H -2.8779 2.4597 1.1331
H -0.8245 2.0718 1.4750
H -0.2211 0.8326 2.5477
H -0.8044 1.9272 -0.7605
H 2.0472 1.2005 1.0522
H 1.4292 2.8091 0.7109
H 3.1341 3.1458 -0.7284
H 3.8351 1.9824 0.1308
H 0.6274 -0.0368 -2.7635
H 1.4646 -0.8372 -1.4515
H -1.7975 -2.3279 -3.2598
H -2.0987 0.2387 -1.3129
C -5.9592 -7.8634 -2.9514
C -6.1948 -6.7674 -1.9351
O -5.0976 -6.6480 -1.0186
C -4.0390 -5.9787 -1.4795
O -3.9557 -5.4563 -2.5637
O -3.1074 -5.9720 -0.5369
C -1.8853 -5.3192 -0.9217
H -5.7341 -8.8047 -2.4490
H -6.8458 -7.9995 -3.5708
H -5.1198 -7.6169 -3.6001
H -7.0562 -7.0000 -1.3118
H -6.3756 -5.8077 -2.4180
H -2.0825 -4.3292 -1.3042
H -1.3671 -5.9201 -1.6684
H -1.2800 -5.2347 -0.0273
C 7.6108 6.8843 1.7222
C 7.3789 5.3937 1.6107
O 6.3580 5.0856 0.6468
C 6.7534 5.1112 -0.6260
O 7.8677 5.3321 -1.0196
O 5.6979 4.8329 -1.3897
C 5.9591 4.8490 -2.7978
H 6.6734 7.4002 1.9327
H 8.3155 7.0954 2.5263
H 8.0168 7.2849 0.7945
H 7.0069 4.9903 2.5504
H 8.2955 4.8643 1.3539
H 6.8037 4.2100 -3.0434
H 6.1486 5.8655 -3.1376
H 5.0607 4.4657 -3.2722
```



(5)
# C16H38Cl4N6O18

A cluster of 10 separate species, C16H38Cl4N6O18 in total at a distorted geometry (ωB97M-V/def2-TZVPD, OMol25).

- Net charge: 0
- HOMO energy: -10.79 eV
- Energy above the lowest of the compared OMol25 structures with the same formula, charge and spin: 0.0 kJ/mol
- LUMO level: -0.0082 Ha
- Orbital gap: 10.57 eV
- Molar mass: 744.3 g mol⁻¹
- SMILES string: C[N+](=O)[O-].C[N+](=O)[O-].C[N+](=O)[O-].C[N+](=O)[O-].C[N+](=O)[O-].C[N+](=O)[O-].COC(=O)OC.COC(=O)OC.ClCCCl.ClCCCl

Geometry as XYZ:
```
82
C16H38Cl4N6O18 | OMol25 | ωB97M-V/def2-TZVPD
C -5.7987 9.4954 -14.3489
N -5.9651 10.9291 -14.0788
O -7.0968 11.3573 -14.0507
O -4.9824 11.5977 -13.8967
H -5.2863 9.0232 -13.5120
H -5.3691 9.2899 -15.3249
H -6.7599 8.9831 -14.3385
C -4.5011 7.3109 -22.0398
N -3.6133 8.4504 -21.7068
O -2.4292 8.2400 -21.7231
O -4.1439 9.5284 -21.5822
H -5.1681 7.0959 -21.2064
H -3.8945 6.4326 -22.2371
H -5.0698 7.5462 -22.9346
C 0.7445 9.3428 -16.5183
N 0.9571 9.7321 -17.9159
O 0.7485 10.8937 -18.1979
O 1.3705 8.9013 -18.6841
H 1.2713 9.9454 -15.7849
H 1.1525 8.3397 -16.4009
H -0.3145 9.2787 -16.2853
C -1.3064 1.7608 -14.7420
N -2.0822 2.7410 -15.5483
O -2.7508 2.3230 -16.4682
O -1.9203 3.9182 -15.3062
H -1.7422 0.7793 -14.8994
H -1.3765 2.0854 -13.7097
H -0.2793 1.7253 -15.0939
C -6.3924 10.9722 -19.2789
N -6.8213 10.1953 -18.0858
O -7.0047 9.0003 -18.2083
O -6.8531 10.7974 -17.0300
H -5.5184 11.5022 -18.9154
H -7.1497 11.6929 -19.5740
H -6.1292 10.3482 -20.1252
C -7.5430 6.6157 -16.4086
N -8.7460 6.0032 -17.0331
O -9.2011 6.5522 -17.9995
O -9.1798 4.9848 -16.5464
H -7.9488 7.5349 -15.9923
H -6.7552 6.7459 -17.1402
H -7.2024 5.9753 -15.5997
C -8.0291 3.4987 -19.2870
O -6.7566 2.9467 -19.5823
C -5.7567 3.7870 -19.7823
O -5.8836 4.9592 -20.0590
O -4.6217 3.1519 -19.6456
C -3.4112 3.7563 -20.1311
H -8.6818 2.7263 -18.8895
H -8.5305 3.9612 -20.1352
H -7.9176 4.2318 -18.4952
H -3.5487 3.7217 -21.2130
H -2.5885 3.0848 -19.9110
H -3.2194 4.7407 -19.7202
C -2.8177 10.4942 -18.8891
O -3.5886 9.5967 -18.1004
C -3.0368 8.4473 -17.7767
O -1.9540 8.0916 -18.1712
O -3.8940 7.7471 -17.0450
C -3.5207 6.4249 -16.6658
H -2.5517 10.0222 -19.8342
H -1.8451 10.7391 -18.4608
H -3.4050 11.3776 -19.0988
H -4.4007 5.8671 -16.3700
H -2.7706 6.5267 -15.8788
H -3.0118 5.8483 -17.4417
Cl 1.0030 4.9943 -16.6057
C 0.7038 4.5176 -18.2963
C 0.0579 5.6942 -19.0490
Cl -0.4535 5.0420 -20.6299
H 0.0268 3.6676 -18.3503
H 1.6110 4.2087 -18.8140
H 0.7282 6.5459 -19.1113
H -0.7635 5.9851 -18.3954
Cl -3.0193 15.1429 -24.5162
C -2.7422 14.5561 -22.8509
C -3.6119 13.3787 -22.4616
Cl -5.3600 13.6933 -22.7188
H -2.9052 15.4136 -22.2014
H -1.6939 14.2821 -22.7414
H -3.4107 13.1414 -21.4188
H -3.3576 12.5046 -23.0555
```



(6)
# C16H38ClFN4O6P2Si

A cluster of 2 separate species, C16H38ClFN4O6P2Si in total at a distorted geometry (ωB97M-V/def2-TZVPD, OMol25).

- Net charge: 0
- HOMO energy: -8.13 eV
- Energy above the lowest of the compared OMol25 structures with the same formula, charge and spin: 0.0 kJ/mol
- LUMO level: -0.0403 Ha
- Orbital gap: 7.03 eV
- Molar mass: 527.0 g mol⁻¹
- SMILES string: CC(=O)N(C)CCCC[Si@@](F)(CC(=O)Cl)CP(=O)(O)O.CN(C)P(=O)(N(C)C)N(C)C

Geometry as XYZ:
```
69
C16H38ClFN4O6P2Si | OMol25 | ωB97M-V/def2-TZVPD
C 4.5918 -4.6020 0.2703
C 4.7611 -3.2604 1.1122
O 4.7605 -3.3753 2.3743
N 4.9169 -1.9009 0.5694
C 5.9021 -1.8268 -0.5497
C 3.6138 -1.2538 0.2469
C 2.8572 -0.8342 1.6101
C 1.3652 -0.3107 1.3397
C 0.2587 -1.2933 2.0050
Si -0.0179 -2.8511 0.9284
F 1.4923 -3.5938 0.5537
C -0.9991 -4.1524 1.9946
C -0.3843 -5.5910 1.5974
O 0.5991 -6.0452 2.1970
Cl -1.2080 -6.4384 0.1948
C -1.0644 -2.5435 -0.6490
P -0.0909 -2.4648 -2.2534
O -1.0606 -2.2348 -3.4244
O 1.0405 -1.1543 -2.2942
O 0.8077 -3.9017 -2.5215
H 3.5580 -4.7423 -0.1968
H 5.3578 -4.7540 -0.5585
H 4.7286 -5.4779 1.0078
H 5.4861 -1.2600 -1.4658
H 6.7745 -1.1701 -0.1723
H 6.3439 -2.8309 -0.8592
H 3.8602 -0.2544 -0.2796
H 2.9546 -1.8342 -0.4835
H 2.8690 -1.6432 2.4102
H 3.4517 0.0570 2.0269
H 1.2358 0.7364 1.7882
H 1.1017 -0.2435 0.2211
H -0.7502 -0.7872 2.1790
H 0.7047 -1.6284 3.0173
H -0.7778 -3.9120 3.0849
H -2.0937 -4.0429 1.6955
H -1.7959 -3.4138 -0.7417
H -1.5732 -1.5228 -0.5108
H 1.7964 -1.5363 -2.8029
H 1.2070 -3.7497 -3.4170
C -0.3091 3.5094 -0.8896
N -1.6364 2.9481 -1.1181
C -1.4693 1.6471 -1.7696
P -2.8000 2.8706 0.1532
O -1.8307 2.1758 1.1322
N -2.9504 4.3168 1.0470
C -2.2895 5.5671 0.7410
C -3.0592 4.1685 2.4964
N -3.9878 3.6149 -0.9623
C -5.2167 2.8151 -1.0252
C -3.6995 4.1592 -2.2839
H 0.2888 3.4689 -1.8058
H 0.2440 2.9832 -0.1047
H -0.3561 4.5653 -0.6344
H -2.4454 1.2150 -2.0179
H -0.9419 0.9363 -1.1226
H -0.9196 1.7438 -2.7096
H -1.2528 5.5760 1.0983
H -2.8114 6.4033 1.2208
H -2.2969 5.7937 -0.3244
H -2.0753 4.0352 2.9623
H -3.6767 3.3047 2.7517
H -3.5387 5.0425 2.9483
H -5.0584 1.8920 -1.5929
H -6.0368 3.3752 -1.4820
H -5.5410 2.5409 -0.0154
H -3.5009 3.3766 -3.0238
H -2.8572 4.8506 -2.2738
H -4.5562 4.7430 -2.6398
```